{"formula": "C3H4ClN", "method": "the ωB97M-V functional and the def2-TZVPD basis", "total_charge": 0, "e_homo_ev": [-6.62, -10.22], "energy_ha": -631.36706, "orbital_gap_ev": [7.34, 8.29], "multiplicity": 3, "lumo_ev": [0.72, -1.92], "max_force_ha_per_bohr": 0.1341, "s2": 2.005, "elements": ["C", "H", "Cl", "H", "N", "H", "C", "H", "C"], "coordinates": [[2.191918, 0.262798, -1.048255], [-2.958115, -0.408977, 1.068404], [-0.852944, -1.751996, 1.454990], [1.938346, 0.631574, 1.069079], [-2.021021, -0.330005, 0.727205], [-0.876027, 0.358728, -0.964565], [-1.698523, 0.325204, -0.211126], [2.293055, 0.304599, -2.126551], [1.983311, 0.608075, 0.030820]], "atomic_forces_ev_per_a": [[0.76, -0.50, -6.83], [-0.98, 0.62, 0.39], [2.50, -2.89, 1.38], [-0.30, 0.39, 1.07], [-1.90, -0.11, 1.60], [-0.03, -0.05, 1.26], [0.42, 2.44, -4.60], [0.08, -0.54, 0.70], [-0.56, 0.65, 5.03]], "mulliken_charge": [-0.28, 0.27, -0.27, 0.41, -0.20, 0.26, -0.06, 0.37, -0.49]}